17
Properties=species:S:1:pos:R:3 method="wB97M-V/def2-TZVPD" total_charge=0 homo_ev=-9.35 orbital_gap_ev=9.808 energy_ev=-7861.092 e_above_lowest_kj_mol=334.02
C 0.39003 -1.64886 0.34690
C 1.49528 -0.76876 0.84361
C 1.07270 0.73888 0.69175
C 1.68225 1.68197 -0.02901
N 0.53771 -3.20369 0.45866
H -0.59671 -1.55702 0.79879
H 0.26042 -1.42799 -0.77525
H 1.70859 -1.12866 1.90156
H 2.42643 -0.81193 0.25226
H 0.14558 0.85621 1.00108
H 2.75288 1.69977 0.12599
H 1.02830 2.39190 -0.58982
H -0.23665 -3.56975 0.07750
H 1.18012 -3.61849 -0.26204
H -4.38413 2.18141 -1.28755
H -3.19396 2.81430 -1.90451
O -4.08705 3.07208 -1.70853